Entry 1:
98
Properties=species:S:1:pos:R:3:forces:R:3:lowdin_charge:R:1 method="wB97M-V/def2-TZVPD" e_homo_ev=-11.658 e_tot_ev=-523851.863 charge=+1
C -0.31013 -2.05717 1.09131 -0.02 -0.16 -0.03 -0.28
Cl -3.35914 -2.38451 4.89023 0.04 -0.03 0.00 0.55
Cl 6.82040 5.33925 4.84749 0.41 0.49 0.06 0.57
C -5.89042 -3.61785 7.27537 -0.04 -0.01 0.03 -1.59
H 4.81647 0.36578 0.54542 0.28 0.23 -0.11 0.15
C 2.00588 0.61785 -1.08419 0.90 1.28 -1.28 -0.21
H -10.43734 -0.38757 0.01373 -0.03 -0.03 -0.01 -0.07
Cl 4.28242 3.14858 5.61382 -0.01 -0.11 -0.03 0.56
Cl 10.15538 10.39154 5.06899 -0.01 0.00 0.00 0.55
Cl -1.15477 -4.22337 -6.35017 0.01 0.01 0.01 0.52
Cl -5.11029 -4.27173 3.54867 -0.07 0.07 -0.09 0.55
Cl 7.27190 10.04546 5.02365 -0.02 0.00 0.01 0.54
Cl -1.86120 -1.91023 -8.93987 -0.03 0.01 -0.15 0.49
H -0.52896 -0.12884 -3.38519 0.01 0.17 0.21 0.08
C 2.49454 2.09645 -0.93110 0.25 0.18 0.23 -0.10
C -2.99655 -7.21017 7.01558 -0.07 0.01 0.08 -1.54
C -4.02164 -2.90227 3.33849 -0.07 0.00 0.09 -1.52
C 8.70218 10.23474 6.04607 0.06 0.00 -0.01 -1.53
C 3.12636 -1.66205 -0.24220 0.41 0.41 -0.21 -0.11
N 1.42603 -0.91984 -2.96420 -0.08 0.15 0.20 -0.10
H -0.41460 -1.86023 -3.11465 -0.03 0.02 -0.01 0.04
Cl 4.68868 7.02691 5.86645 0.01 0.02 -0.03 0.54
H 6.98901 7.44687 5.85892 0.02 -0.02 -0.03 -0.09
H -3.20161 -3.21439 2.70726 -0.04 0.00 0.02 -0.01
Cl -0.96790 0.49742 4.68036 0.03 -0.01 -0.03 0.53
Cl -2.30584 -1.62266 -5.70076 -0.01 -0.04 0.10 0.51
C 3.85796 2.07492 -0.22166 -0.27 -0.57 0.09 -0.11
Cl 4.96617 1.32293 3.44928 0.01 -0.02 -0.03 0.51
Cl 0.89770 2.68723 4.25110 0.03 -0.06 -0.07 0.51
H 0.98046 0.53538 -0.73742 0.10 -0.28 0.25 0.14
Cl -2.43523 -1.20000 -15.33756 -0.01 0.01 0.00 0.52
Cl -3.76147 -7.01891 8.58915 0.08 -0.27 0.00 0.52
H 2.50079 -3.32846 0.97469 -0.01 0.01 0.09 0.14
Cl 8.84210 8.88360 7.17588 0.01 0.04 0.01 0.55
H -4.17415 -2.69880 -15.77574 0.00 0.00 0.01 0.01
H 3.13210 0.24179 -2.88114 -0.01 0.07 -0.03 0.11
Cl 5.49651 5.26941 -3.15604 -0.01 -0.01 0.00 0.56
C 3.00860 -0.13224 -0.21966 -1.38 -0.70 1.16 -0.24
C 2.07373 0.32402 -2.59299 0.08 -0.53 -0.01 -0.21
H 1.62175 -1.12079 -3.93688 0.09 -0.08 0.04 0.12
H -1.96771 -6.88699 7.10088 0.00 0.00 -0.01 0.01
C 0.75690 -2.41670 0.36477 0.12 0.72 -0.34 -0.22
H 2.66511 2.58551 -1.88910 -0.35 -0.16 -0.14 0.09
Cl -12.59397 -0.88272 0.75409 0.01 0.00 0.01 0.53
H 4.60486 2.69754 -0.70091 0.08 0.11 0.24 0.10
Cl -2.89224 -3.82776 -14.18054 -0.04 -0.06 -0.02 0.51
Cl -1.29757 -1.61947 -11.77781 0.02 0.05 0.03 0.52
H 1.77836 2.70322 -0.38022 0.11 0.05 0.08 0.13
C -0.02555 -0.89761 -2.78659 0.02 -0.47 -0.35 -0.12
Cl -4.60703 -3.83891 8.46479 -0.07 0.29 0.00 0.50
F 0.56709 -3.05366 -0.80878 -0.06 -1.46 0.67 0.08
Cl -2.40084 -3.55944 -17.02892 -0.01 0.00 0.00 0.53
H -7.13801 0.27711 2.27346 -0.01 -0.01 -0.02 -0.03
C 6.37936 6.57359 6.04785 -0.15 -0.07 0.10 -1.54
Cl -9.03097 -0.24783 3.53782 0.02 -0.02 -0.02 0.54
C 6.42135 3.80714 -3.45331 0.03 0.09 0.13 -1.53
Cl -1.85889 2.92653 3.36859 0.00 0.00 -0.04 0.55
Cl -11.40127 -1.44472 -1.83661 0.00 0.00 0.00 0.53
H 8.58033 11.14139 6.62379 -0.01 0.00 0.00 0.02
C -1.39987 -2.74161 -10.42887 0.03 0.04 -0.03 -1.55
C -8.01446 0.82752 2.58741 -0.07 -0.04 0.11 -1.55
C -0.50849 1.82392 3.61590 -0.09 0.04 0.10 -1.57
H 3.77091 2.23476 0.84796 0.12 0.46 -0.01 0.05
Cl -10.29243 -2.64683 0.56762 0.01 0.00 0.00 0.51
F -1.30782 -2.84637 1.43702 -0.64 0.40 -1.04 0.16
Cl 4.10818 4.04471 2.87184 0.02 0.09 -0.06 0.54
Cl -6.72977 -2.08592 7.52149 0.02 0.01 -0.02 0.53
H 2.92018 -2.03666 -1.24524 0.07 -0.11 0.03 0.11
F -0.49306 -0.83104 1.56262 0.58 -0.33 1.14 0.13
Cl -7.02210 -4.96821 7.30960 0.00 0.00 0.00 0.53
C -11.10093 -1.23205 -0.11109 -0.01 -0.01 0.01 -1.58
N 4.29685 0.62724 -0.29357 -0.02 -0.29 0.09 0.11
H -5.43090 -3.59089 6.29685 0.00 -0.02 0.00 -0.09
C -3.11153 -2.80758 -15.60484 0.04 0.01 -0.01 -1.55
Cl 5.34789 2.38843 -3.44681 -0.06 -0.13 -0.11 0.53
H 4.88674 0.39027 -1.09374 -0.23 0.16 -0.20 0.17
H -2.16667 -3.47114 -10.65519 0.00 0.00 0.01 0.01
Cl -4.84636 -1.56189 2.54058 0.05 0.03 -0.07 0.55
Cl -2.99958 -8.89634 6.50269 0.01 0.01 0.00 0.54
H 6.86945 3.87138 -4.43637 -0.01 -0.03 -0.01 0.02
C 2.18166 -2.29935 0.78580 -0.11 0.88 -0.74 -0.10
H 4.15346 -1.91894 0.03870 -0.01 -0.13 -0.10 0.12
Cl -7.47966 2.20455 3.54740 0.03 0.01 -0.02 0.54
Cl -3.78928 -6.18928 5.80807 0.11 -0.07 -0.01 0.49
H -0.29061 -0.82269 -1.73368 -0.02 0.22 -0.02 0.06
H 1.68480 1.19873 -3.13448 -0.15 -0.03 0.06 0.12
Cl 0.12415 -3.60521 -10.20697 -0.01 -0.02 0.01 0.52
H 6.00147 3.35201 4.06025 -0.10 -0.24 -0.10 -0.08
Cl 7.70090 3.60586 -2.26288 0.00 -0.01 0.00 0.54
Cl -8.86381 1.37066 1.13418 0.07 0.09 -0.03 0.56
H -3.39367 -3.68012 -5.94128 0.00 0.01 -0.01 0.02
H 2.21025 -1.74948 1.72977 0.10 -0.17 0.09 0.13
Cl -2.46189 -3.81341 -3.79917 -0.05 0.00 0.01 0.54
C 4.97408 3.02052 4.01280 -0.27 -0.17 0.03 -1.57
C -2.44803 -3.37688 -5.51165 0.04 -0.01 0.06 -1.54
Cl 6.71397 5.99728 7.67251 0.00 -0.02 -0.01 0.54
H 2.68170 0.09589 0.80513 0.19 0.14 0.01 0.15
H -0.24091 1.40387 2.65591 0.01 0.00 0.00 -0.02

---

Entry 2:
63
Properties=species:S:1:pos:R:3:forces:R:3:lowdin_charge:R:1 method="wB97M-V/def2-TZVPD" e_homo_ev=-7.973 e_tot_ev=-49914.368 charge=0 relative_energy_kcal_mol=8.1
H -0.74469 -0.72927 1.85863 -0.01 -0.03 0.15 0.12
C 4.57565 1.97618 0.45945 -0.03 -0.10 -0.17 -0.04
H -0.93762 3.67203 1.80764 0.04 0.05 -0.01 0.10
C 3.89726 -0.55912 -0.34825 0.01 -0.01 0.06 -0.06
H -1.85576 -1.87486 -2.15569 -0.06 0.06 0.01 0.13
C -4.43834 -4.59660 1.30141 0.20 -0.11 -0.10 -0.11
H -3.71585 -5.83121 -0.29332 0.08 -0.05 0.02 0.10
O -3.87272 4.60088 0.35748 -0.18 0.31 0.08 0.08
H -3.44801 -2.07422 0.43973 -0.01 0.08 0.07 0.12
N -2.00636 -0.23980 -0.89082 0.28 0.51 0.11 0.05
C -3.48908 3.49137 0.06689 0.13 0.00 0.04 -0.47
H 2.41373 -2.75575 2.50278 0.06 -0.07 -0.10 0.12
H -5.41207 -4.37818 0.86903 -0.15 0.05 0.00 0.08
C -1.83483 1.81316 -0.11800 -0.52 -1.19 -0.50 -0.21
H -0.30914 3.96225 0.17317 0.00 0.03 0.04 0.09
H -2.68395 -4.14739 -1.66033 -0.02 0.00 -0.10 0.11
C -1.20243 3.98115 0.79545 0.14 0.23 0.12 0.00
C 1.35794 -0.36562 2.20225 -0.21 0.02 0.19 -0.14
C -3.32852 -3.79948 -0.84916 0.18 0.01 0.25 -0.22
H -5.29980 2.88026 -0.59560 0.18 -0.05 0.03 0.17
H 1.39931 -0.26604 3.29477 -0.08 0.12 -0.04 0.12
H 1.87272 -2.89879 -0.47759 0.00 -0.03 -0.02 0.11
C -2.54407 -1.47343 -1.40632 -0.22 -0.73 0.06 -0.11
H -1.80245 -2.69176 0.20004 -0.06 0.04 0.02 0.10
C -0.74343 0.02983 -0.49675 -0.21 -0.03 -0.24 -0.27
H 4.20422 2.46032 2.96505 0.02 0.04 0.05 0.08
H 4.86123 2.96575 0.78543 0.04 0.10 0.06 0.11
H 3.65313 -1.54871 -0.69697 -0.06 -0.10 -0.04 0.09
C 4.69513 0.23765 -1.14593 -0.02 0.14 0.15 -0.67
H -4.12527 -3.74238 1.89568 -0.04 0.11 0.11 0.06
H 0.10039 -2.11747 2.55026 -0.05 0.06 0.04 0.12
H -2.44143 -5.06042 0.65080 0.06 -0.08 -0.03 0.10
C -3.42589 -4.90302 0.20421 -0.19 0.10 -0.13 -0.27
C 0.18681 -1.29742 1.83271 0.04 0.06 0.02 -0.16
C 2.59641 -2.32254 1.51239 -0.04 -0.13 -0.02 -0.14
H -1.63775 4.97812 0.81714 0.07 -0.10 0.00 0.09
H -3.49729 -1.23610 -1.88387 0.17 -0.02 -0.03 0.13
N -0.60780 1.26240 -0.02826 0.18 0.47 0.19 0.21
H 0.32264 -1.49939 -1.50622 0.11 0.09 0.00 0.13
C -2.73739 0.90079 -0.65045 0.44 0.63 0.35 -0.06
Cl 5.26367 -0.39488 -2.65726 0.05 -0.05 -0.15 0.66
C 3.41220 -0.08982 0.87743 0.38 0.28 -0.23 -0.20
C 5.02826 1.52349 -0.76819 0.01 -0.05 -0.06 -0.11
N -4.34940 2.54885 -0.47098 -0.44 0.05 -0.10 0.21
C 1.49159 -2.80129 0.53952 -0.01 -0.15 0.08 -0.15
C 3.79600 1.19855 1.29978 -0.07 -0.01 0.01 -0.20
C -2.75848 -2.49846 -0.29121 -0.15 -0.11 -0.30 -0.18
C -4.11092 1.23573 -0.87618 0.19 0.00 0.04 -0.40
H 2.48674 2.22598 2.67386 -0.10 0.01 0.10 0.08
H -4.31868 -3.61116 -1.26912 -0.06 -0.03 -0.11 0.12
H 1.16957 0.61308 1.76035 0.04 -0.01 0.07 0.10
O -4.99503 0.54767 -1.34290 -0.18 -0.14 -0.08 0.07
N 0.34210 -1.90203 0.52329 0.08 0.12 -0.06 -0.16
H 3.57871 -2.66070 1.18289 -0.03 -0.05 0.08 0.12
H -4.54301 -5.45056 1.96674 -0.06 -0.03 0.11 0.07
C 0.38800 -0.93071 -0.57253 0.12 -0.19 0.01 -0.09
H 1.31235 -0.33770 -0.58818 -0.15 -0.03 -0.09 0.12
N 2.61509 -0.88879 1.68601 -0.05 -0.15 0.07 -0.09
C 3.45660 1.73065 2.66204 -0.01 -0.01 -0.07 -0.05
N -2.18719 3.07894 0.24201 -0.04 0.14 -0.02 0.00
H 5.63899 2.14572 -1.40137 0.07 0.03 -0.08 0.10
H 3.44286 0.92492 3.39080 -0.04 -0.04 0.12 0.08
H 1.13711 -3.78857 0.85839 0.16 -0.03 -0.05 0.12

---

Entry 3:
62
Properties=species:S:1:pos:R:3:forces:R:3:lowdin_charge:R:1 method="wB97M-V/def2-TZVPD" e_homo_ev=-8.228 e_tot_ev=-39175.397 charge=0 relative_energy_kcal_mol=0.0
C -0.40279 -2.82877 -0.48604 -0.52 -0.02 -0.51 -0.02
C -4.98607 1.61691 -0.59145 0.68 -0.54 0.43 -0.07
H -1.66541 -3.91206 0.89324 0.01 0.05 -0.09 0.12
H 6.01934 -2.55032 1.35663 -0.11 0.12 -0.08 0.08
H -0.30830 5.80703 -1.76133 0.00 -0.19 0.11 0.08
C 5.80213 -1.48714 1.21336 -0.66 0.22 -0.64 -0.10
C -2.49634 -3.14363 -2.29813 -0.02 -0.02 0.02 0.01
F -3.75230 -4.29565 -0.63945 0.54 0.25 -0.14 0.06
H -2.46924 -0.83744 1.07300 0.12 -0.11 0.00 0.10
C 0.34670 0.82958 3.99005 -0.02 0.03 -0.13 0.01
H 2.71727 -0.66910 -2.04340 -0.38 -0.30 -0.02 0.14
C -4.53620 -0.24872 0.90590 0.25 0.65 -0.59 -0.07
H -4.89350 -1.01261 1.58169 -0.01 -0.04 0.04 0.10
H -6.50325 0.55303 0.51694 -0.04 -0.01 0.00 0.09
H 0.04158 -0.21460 3.97433 -0.13 -0.08 0.15 0.08
H -1.09024 1.31959 -1.59112 0.06 -0.01 -0.02 0.12
H -1.27771 -2.04640 -3.68304 0.11 -0.06 0.26 0.12
H 2.73539 -3.37661 -1.43568 0.00 -0.02 0.06 0.12
H 6.59021 -1.05007 0.59168 0.34 0.04 0.05 0.08
N 4.48408 -1.30551 0.57871 -0.13 -0.51 0.67 -0.27
H 0.65773 1.77649 0.01783 0.07 -0.15 0.22 0.14
H 1.25784 0.93904 4.57702 -0.11 -0.03 -0.12 0.08
H -1.84868 5.52082 -0.91440 0.08 0.08 0.02 0.08
H 4.53635 0.69185 -0.14725 0.08 0.29 -0.16 0.08
H -3.32084 -3.25144 -2.99567 0.09 0.00 0.08 0.12
O 0.73973 -0.61531 -3.07884 -1.23 0.14 -0.89 0.04
H -1.30667 0.95724 2.08602 -0.10 0.18 -0.05 0.13
C 0.61404 1.29798 2.57914 1.51 0.35 0.79 -0.54
H -0.44158 1.44306 4.42330 -0.11 -0.09 0.11 0.09
C 4.28100 -2.09176 -0.65965 -0.04 0.64 1.17 -0.19
C -0.82347 3.27074 0.37215 -1.01 0.13 1.48 -0.46
C -1.56266 -3.51528 -0.11170 -0.22 0.00 0.00 -0.01
N 2.12861 -1.38314 -1.62326 -0.47 -1.24 1.03 0.07
H -3.26097 2.48943 -1.54905 0.08 0.05 -0.08 0.11
H 5.82588 -1.00367 2.19536 -0.13 -0.03 -0.21 0.08
H 2.36269 -2.58998 0.10944 0.06 0.03 -0.04 0.10
H -0.80325 -0.05596 -0.54829 0.17 -0.15 -0.05 0.09
C 2.80474 -2.43793 -0.87598 0.28 0.07 -0.23 -0.18
C -5.44752 0.63291 0.29972 0.85 0.05 -0.17 -0.09
H 0.34606 -2.66868 0.27801 0.07 -0.03 -0.15 0.10
H 4.68702 -1.56053 -1.52708 0.03 0.02 -0.34 0.12
C -0.76313 5.42303 -0.84723 -0.15 -0.30 0.37 -0.06
C -1.33477 -2.46933 -2.68205 0.01 -0.09 0.36 0.00
C -3.16374 -0.14439 0.62184 -0.86 0.66 -0.39 -0.05
H 2.93117 0.13848 0.37815 0.17 -0.05 0.07 0.06
C 0.88368 -1.45662 -2.20449 1.48 1.86 -0.48 -0.45
N -0.40539 4.01952 -0.65693 0.51 0.10 -0.97 0.02
C -0.37195 1.80254 0.37877 0.09 -0.12 0.30 -0.20
C -0.26331 -2.29738 -1.78552 -0.49 -0.89 0.79 -0.14
N -0.40560 1.22843 1.72720 -0.95 0.16 -1.35 0.12
H 4.15921 0.54149 1.58154 -0.06 -0.22 -0.19 0.08
C -1.21453 0.94567 -0.57400 -0.44 0.04 -0.08 -0.09
H -0.41317 6.00945 0.00477 -0.08 0.02 -0.08 0.09
C -3.61209 1.72574 -0.87054 -0.56 -0.71 0.77 -0.03
C -2.61639 -3.66613 -1.01259 0.81 0.44 -0.22 -0.26
O -1.55684 3.70950 1.25708 0.51 -0.21 -0.62 0.06
O 1.72366 1.71066 2.26658 -0.13 0.06 -0.25 0.04
C 4.00146 0.09225 0.59575 0.32 -0.92 -0.28 -0.09
H -5.68689 2.29612 -1.05513 -0.03 0.03 -0.04 0.10
C -2.69602 0.84823 -0.26053 -0.21 0.06 0.05 -0.20
H 4.82892 -3.03607 -0.57347 0.02 0.25 0.15 0.12
H 0.19427 3.58539 -1.34186 -0.03 0.08 0.10 0.14